Entry 1:
Molecular formula: C34H39N5O3P2ReS
Method: DFT, ωB97M-V/def2-TZVPD

## Properties
- energy relative to the best compared isomer or geometry (same formula, charge and spin) (kJ/mol) = 459.8
- frontier orbital gap (spin up / spin down) (eV) = 6.73 / 3.67

The geometry in ORCA input format:
```
! RIJCOSX wB97M-V def2-TZVPD def2/J DEFGRID3
* xyz 2 4
Re 0.625 -1.048 -3.510
S 0.965 0.288 0.145
P -2.439 -0.289 -5.996
P 1.457 -1.054 -5.551
O 0.681 1.658 0.516
O -1.320 -2.364 -1.113
O 2.346 -0.142 0.060
N -2.494 1.261 -6.905
N 2.174 -2.478 -6.775
N -3.675 -0.862 -7.226
N 0.115 -0.554 -1.071
N 2.821 0.019 -6.041
C -3.976 -2.229 -7.291
C 2.448 -3.780 -6.417
C -5.546 -1.123 -8.509
C 4.972 0.691 -6.185
C -2.020 1.287 -8.221
C 0.490 3.040 -1.534
C -1.853 2.188 -0.612
C -5.138 -2.416 -8.034
C 2.489 -2.362 -8.120
C 0.079 -0.396 1.485
C 0.943 1.833 -2.162
C -2.232 3.437 -7.491
C 0.141 0.067 2.807
C -0.905 -1.238 1.001
C -0.813 2.058 -3.862
C -4.609 -0.196 -8.033
C -1.028 -1.116 -6.871
C 1.660 -2.644 -2.905
C -2.092 1.616 -3.131
C -1.803 -1.810 1.920
C 4.259 1.212 -7.307
C 4.063 -0.053 -5.424
C -0.953 3.325 -0.933
C 2.909 -3.598 -8.619
C 2.942 0.780 -7.194
C -1.695 -1.477 3.272
C 2.906 -4.497 -7.526
C -0.734 -0.540 3.716
C 0.323 -0.398 -6.827
C -2.184 1.363 -1.605
C -2.646 2.593 -6.468
C -1.779 2.612 -8.571
C 0.477 1.366 -3.428
C -0.758 -1.470 -0.457
H 2.411 -1.417 -8.639
H 4.176 -0.617 -4.509
H 3.176 -5.540 -7.533
H -0.948 -2.093 -6.358
H -2.896 2.320 -3.435
H 2.230 -2.995 -3.782
H -4.510 0.849 -8.296
H -0.794 3.951 -0.052
H 2.292 -4.103 -5.398
H 0.220 0.681 -6.676
H -2.395 -1.930 3.989
H -2.548 -2.525 1.564
H -2.359 0.635 -3.595
H -1.424 3.984 -1.668
H 1.857 1.310 -1.940
H -0.706 -0.254 4.772
H 4.635 1.823 -8.117
H -6.420 -0.869 -9.088
H 6.013 0.848 -5.944
H -2.595 0.383 -1.368
H 0.842 0.849 3.121
H -1.294 2.892 -9.493
H -3.047 2.809 -5.476
H -3.319 -2.947 -6.830
H 2.312 -2.468 -2.035
H -5.656 -3.356 -8.180
H -2.253 4.523 -7.465
H 0.803 -3.297 -2.686
H 0.839 -0.561 -7.776
H 2.105 0.928 -7.860
H 0.590 3.785 -2.342
H -0.715 3.155 -3.814
H -2.189 2.050 0.431
H 1.289 1.499 -4.172
H 1.186 3.205 -0.704
H -1.286 -1.284 -7.927
H 3.159 -3.805 -9.649
H -1.990 0.387 -8.818
H -0.975 1.845 -4.937
*
```

Entry 2:
Molecular formula: C34H39N5OsS
Method: DFT, ωB97M-V/def2-TZVPD

## Properties
- frontier orbital gap (spin up / spin down) (eV) = 5.38 / 5.35

The geometry in ORCA input format:
```
! RIJCOSX wB97M-V def2-TZVPD def2/J DEFGRID3
* xyz 2 1
Os -0.164 0.383 -0.420
S 4.417 5.309 2.450
N 2.625 4.970 4.309
N 1.265 -0.338 -1.297
N 0.721 2.008 0.587
N -1.089 -0.693 1.091
N -1.723 -0.475 -1.372
C -0.248 -0.239 5.154
C -2.792 2.139 -1.549
C -2.957 1.759 -4.021
C -2.427 -1.372 -0.694
C 2.269 -1.134 -1.557
C -0.790 -0.565 2.454
C 4.602 -1.426 -2.216
C 2.147 3.851 2.209
C 2.970 4.693 3.046
C -2.204 -0.278 -5.041
C -1.805 -0.107 3.321
C -2.776 0.978 -5.153
C 1.670 2.828 0.068
C 1.600 -1.238 2.006
C 0.378 2.253 1.873
C 0.873 -3.217 -1.053
C -3.624 -2.092 -1.218
C 0.509 -0.810 2.937
C -2.595 1.290 -2.772
C -1.126 -2.103 -3.700
C 3.545 -0.587 -1.950
C -1.514 0.029 4.669
C 3.686 0.893 -2.056
C 1.048 3.116 2.698
C -3.158 0.272 2.806
C 2.382 3.724 0.823
C -2.056 -0.008 -2.656
C 4.469 -2.809 -2.135
C -1.993 -1.570 0.650
C 3.250 -3.355 -1.755
C -1.829 -0.787 -3.806
C 2.156 -2.569 -1.468
C -2.495 -2.700 1.478
C 0.756 -0.642 4.288
H -1.503 -2.689 -2.866
H -3.584 -2.724 1.513
H -3.041 3.160 -1.827
H -2.106 -2.656 2.491
H 1.930 -0.404 1.376
H -3.878 -0.522 2.990
H 1.850 2.746 -0.998
H 1.261 -2.039 1.353
H 3.134 4.334 0.347
H -4.448 -2.018 -0.508
H -2.046 -0.872 -5.927
H -0.063 -1.919 -3.537
H 1.739 4.706 4.706
H -0.036 -0.136 6.205
H -2.290 0.359 5.343
H 0.448 -3.773 -1.888
H -3.406 -3.155 -1.337
H 1.745 -0.840 4.670
H 2.912 1.293 -2.711
H -3.946 -1.685 -2.173
H 3.580 1.344 -1.068
H 1.057 -3.934 -0.254
H 0.719 3.191 3.721
H -3.604 1.747 -0.936
H -3.071 1.354 -6.118
H -1.241 -2.678 -4.614
H -2.169 -3.639 1.025
H -0.481 1.724 2.261
H 2.462 -1.592 2.566
H -3.395 2.740 -4.111
H 3.210 5.586 4.853
H -1.873 2.172 -0.936
H 5.559 -1.001 -2.488
H -3.521 1.158 3.322
H -3.135 0.479 1.737
H 3.144 -4.427 -1.673
H 5.301 -3.454 -2.369
H 4.662 1.159 -2.452
H 0.150 -2.474 -0.718
*
```

Entry 3:
Molecular formula: C34H39O7P
Method: DFT, ωB97M-V/def2-TZVPD

## Properties
- SMILES string = CCCOOC(=O)OP(=O)(O)O.c1ccccc1.c1ccccc1.c1ccccc1.c1ccccc1.c1ccccc1
- frontier orbital gap (eV) = 9.24

The geometry in ORCA input format:
```
! RIJCOSX wB97M-V def2-TZVPD def2/J DEFGRID3
* xyz 0 1
P 1.106 1.798 -1.326
O 0.509 1.434 -2.735
O 1.374 0.374 -0.670
O -0.420 -0.479 0.357
O 1.312 0.309 1.570
O 2.549 2.336 -1.615
O 0.290 2.662 -0.486
O 1.641 -0.966 2.151
C 0.005 -2.991 -1.753
C 4.351 -2.673 -4.185
C -4.675 -0.782 4.079
C -0.804 0.817 3.555
C 3.302 -0.976 -2.849
C -5.558 1.604 1.064
C 3.449 -1.625 -4.067
C 0.520 -3.900 -2.667
C -4.257 0.072 -0.849
C 0.085 -5.218 -2.653
C 4.959 -2.411 -1.872
C -6.025 -0.608 3.810
C 4.656 5.372 -2.170
C -4.194 1.369 1.172
C 6.173 5.352 -4.037
C -3.541 0.606 0.214
C 6.129 3.500 -2.504
C -6.272 1.071 0.000
C -0.862 -5.626 -1.725
C -6.848 -0.009 4.754
C -5.621 0.303 -0.956
C 5.105 -3.066 -3.088
C 5.134 4.131 -1.770
C -0.938 -3.398 -0.819
C -1.371 -4.718 -0.807
C -4.972 0.238 6.236
C -4.149 -0.359 5.291
C 6.647 4.110 -3.640
C 0.763 -1.188 3.262
C 5.178 5.983 -3.302
C 0.401 0.037 4.070
C 0.640 0.021 0.439
C 4.056 -1.364 -1.751
C -6.322 0.414 5.967
H 5.806 -3.885 -3.179
H 0.485 -5.928 -3.367
H -3.748 -0.528 -1.594
H 0.341 -1.961 -1.768
H -1.333 -2.689 -0.104
H -0.517 1.571 2.825
H 6.578 5.829 -4.920
H -6.965 0.879 6.703
H 4.809 6.952 -3.612
H 1.350 -1.882 3.865
H 2.592 -0.168 -2.756
H -0.129 -1.720 2.922
H -6.064 2.202 1.811
H -2.476 0.435 0.284
H 3.877 5.860 -1.600
H -1.292 1.341 4.375
H 4.728 3.655 -0.888
H -3.637 1.789 2.001
H -2.106 -5.038 -0.079
H 0.014 2.201 -3.073
H -1.533 0.156 3.088
H 2.880 2.115 -2.498
H -1.203 -6.654 -1.715
H -3.095 -0.497 5.500
H 0.184 -0.325 5.078
H -4.562 0.565 7.183
H -6.178 -0.114 -1.786
H 3.934 -0.855 -0.803
H 1.285 0.670 4.159
H 2.858 -1.317 -4.921
H -7.335 1.256 -0.086
H 4.466 -3.185 -5.132
H -4.035 -1.250 3.341
H -6.434 -0.937 2.864
H 7.421 3.617 -4.214
H 5.548 -2.718 -1.018
H 1.262 -3.579 -3.387
H -7.901 0.130 4.543
H 6.502 2.533 -2.192
*
```

Entry 4:
Molecular formula: C34H40Cl2F24NO4
Method: DFT, ωB97M-V/def2-TZVPD

## Properties
- frontier orbital gap (spin up / spin down) (eV) = 8.61 / 9.58

The geometry in ORCA input format:
```
! RIJCOSX wB97M-V def2-TZVPD def2/J DEFGRID3
* xyz 0 2
Cl 2.355 0.699 -1.102
Cl -1.084 -1.124 -2.048
F 4.238 -3.324 4.417
F 6.837 2.722 1.970
F 4.237 -5.903 3.654
F 9.488 -1.034 1.632
F -10.935 -1.204 2.370
F -6.275 -0.943 2.038
F 2.027 -4.411 2.959
F 6.135 -6.701 2.914
F 5.917 -4.099 2.276
F 4.890 2.053 2.658
F 10.237 0.509 -0.410
F 2.232 -2.706 5.044
F 5.827 -5.468 0.569
F -8.956 -0.422 1.868
F -9.323 -1.330 4.516
F -9.874 -3.275 3.673
F 1.520 -2.363 2.442
F 4.874 3.100 0.137
F 7.888 -0.656 0.185
F 6.197 1.496 -0.540
F -5.640 1.445 3.113
F 8.757 2.032 0.113
F -4.697 -1.072 3.521
F -7.613 0.829 3.836
O -6.681 -1.809 4.076
O 6.347 0.524 2.089
O -5.115 0.186 -2.931
O 3.433 -3.145 1.734
N -3.906 0.531 -2.723
C -0.478 2.965 -2.181
C -3.176 0.891 -3.958
C -3.952 1.928 -4.774
C 0.516 -0.517 0.343
C 3.150 -2.617 4.056
C -9.107 -2.164 3.477
C 2.543 -3.185 2.771
C 1.820 3.925 -2.123
C 2.564 2.794 -4.540
C -0.193 0.438 -2.004
C -6.297 0.552 3.888
C -1.188 1.590 -2.275
C 5.135 -5.002 1.647
C 5.284 1.836 0.392
C -2.256 1.552 -1.154
C 0.883 3.139 -2.811
C 3.887 -4.312 1.077
C -1.742 1.413 -3.722
C 8.614 -0.092 1.171
C -7.651 -2.654 3.489
C 4.925 -6.226 2.540
C -3.104 -0.390 -4.816
C -9.638 -1.540 2.185
C -4.438 0.659 -0.360
C 5.894 1.780 1.793
C -3.734 1.385 -1.532
C -6.021 -0.855 3.353
C 3.111 4.145 -2.630
C 0.602 0.601 -0.677
C 9.499 1.019 0.603
C 3.489 3.565 -3.836
C 7.708 0.255 2.362
C 1.269 2.596 -4.035
C -4.394 2.760 -1.716
H 7.679 -0.658 2.955
H -3.885 0.797 0.564
H -9.573 -2.253 1.358
H -4.972 1.610 -4.948
H -0.371 3.240 -1.137
H 4.197 -3.953 0.097
H 1.139 -0.211 1.176
H 3.806 4.753 -2.078
H 0.933 -1.438 -0.036
H -2.315 -1.046 -4.473
H -7.339 -3.005 2.505
H -5.949 0.637 4.919
H 0.523 0.343 -2.805
H 0.319 1.518 -0.178
H 4.434 1.159 0.320
H -5.256 2.709 -2.368
H -2.213 2.492 -0.610
H -4.556 -0.393 -0.578
H -4.066 -0.885 -4.835
H 0.579 2.009 -4.619
H -3.682 3.467 -2.141
H -1.651 2.365 -4.236
H 8.154 1.023 2.995
H 3.430 -1.572 3.909
H -0.491 -0.658 0.718
H -3.455 2.042 -5.731
H -2.879 -0.095 -5.837
H -4.663 3.143 -0.740
H -1.068 0.737 -4.234
H 4.391 -7.010 1.997
H -3.926 2.906 -4.305
H 1.546 4.369 -1.178
H -5.425 1.080 -0.205
H 2.861 2.351 -5.476
H -1.175 3.692 -2.595
H -7.663 -3.527 4.139
H -2.009 0.789 -0.428
H 10.175 1.403 1.372
H 4.484 3.722 -4.215
H 3.077 -5.022 0.906
*
```

Entry 5:
Molecular formula: C34H40CoN3O4
Method: DFT, ωB97M-V/def2-TZVPD

## Properties
- energy relative to the best compared isomer or geometry (same formula, charge and spin) (kJ/mol) = 132.3
- frontier orbital gap (spin up / spin down) (eV) = 7.03 / 4.53

The geometry in ORCA input format:
```
! RIJCOSX wB97M-V def2-TZVPD def2/J DEFGRID3
* xyz 2 5
Co -1.237 1.332 -0.537
O -0.878 4.035 -1.275
O -0.808 -3.717 -1.863
O -2.571 3.561 0.132
O -3.203 0.978 -0.997
N -0.787 -1.334 -3.381
N -0.902 1.036 1.346
N 0.774 1.108 -0.568
C 5.807 2.070 -1.258
C -1.634 -0.452 -2.860
C 0.805 1.647 5.993
C 1.602 1.484 -1.579
C -2.671 4.973 0.467
C -1.523 3.225 -0.656
C -0.902 -2.613 -4.026
C -0.279 0.469 4.008
C -3.034 -0.581 -2.886
C -1.667 -5.026 -5.252
C -1.447 -4.980 -3.870
C -1.256 0.344 6.332
C 1.354 0.901 0.646
C 2.764 0.845 0.799
C 0.708 0.653 3.046
C 0.978 -0.803 5.668
C 2.986 1.433 -1.510
C -1.875 0.759 2.217
C -5.112 -1.261 -3.911
C 3.627 1.152 -0.250
C 0.382 0.822 1.717
C -3.753 -1.255 -3.913
C -1.467 -4.631 -0.953
C -1.131 -3.773 -3.203
C 0.042 0.418 5.495
C -3.783 0.214 -1.874
C -5.255 0.163 -1.929
C -1.614 0.495 3.544
C 5.153 1.246 -0.051
C -1.233 -3.927 -6.010
C -5.883 -0.638 -2.910
C 5.888 -0.123 -0.074
C 5.614 1.911 1.280
C -0.825 -2.747 -5.411
H 0.714 1.705 7.069
H 6.886 2.063 -1.118
H -0.929 0.350 7.370
H 1.187 -0.887 6.712
H -2.475 0.383 4.227
H -2.042 -5.909 -5.691
H 6.707 2.009 1.261
H 1.850 1.698 5.696
H -1.860 -0.508 6.151
H -1.165 -4.013 -7.087
H -0.926 -4.625 0.018
H -3.657 4.989 0.931
H -1.919 5.314 1.207
H -2.661 5.667 -0.387
H -1.499 -5.663 -1.322
H 1.039 1.904 -2.414
H 5.554 3.108 -1.356
H -6.956 -0.747 -2.961
H 0.188 -1.026 -3.175
H 6.983 0.064 0.018
H -5.798 0.662 -1.127
H 1.978 -0.591 5.205
H 3.542 1.615 -2.436
H -2.543 -4.345 -0.803
H 5.613 -0.780 0.754
H -0.560 -1.941 -6.069
H 5.336 1.228 2.125
H -5.621 -1.786 -4.684
H 0.307 2.572 5.653
H 3.179 0.615 1.780
H -1.248 0.357 -2.204
H -2.905 0.850 1.874
H 5.605 1.510 -2.215
H -1.906 1.208 6.263
H -1.619 -5.870 -3.218
H 5.141 2.884 1.370
H 5.737 -0.666 -0.986
H -3.257 -1.736 -4.742
H 1.733 0.633 3.310
H 0.512 -1.710 5.319
*
```